{
  "formula": "C42H58BrCl2MnN3O6P2SSi",
  "method": "ωB97M-V/def2-TZVPD",
  "symbols": ["Mn", "C", "P", "C", "C", "C", "P", "C", "C", "H", "H", "H", "H", "H", "H", "H", "H", "H", "H", "H", "H", "H", "H", "H", "H", "Br", "C", "C", "C", "C", "C", "C", "N", "N", "C", "C", "C", "C", "O", "C", "N", "C", "C", "C", "C", "H", "H", "H", "H", "H", "H", "H", "H", "H", "Cl", "C", "Cl", "C", "O", "O", "H", "C", "C", "C", "C", "O", "Si", "S", "O", "C", "C", "C", "C", "O", "C", "C", "C", "C", "H", "H", "H", "H", "H", "H", "H", "H", "H", "H", "H", "H", "H", "H", "H", "H", "H", "H", "H", "H", "H", "H", "H", "H", "H", "H", "H", "C", "C", "C", "C", "C", "C", "C", "H", "H", "H", "H", "H"],
  "positions_angstrom": [[1.218054, 1.819945, -0.193881], [4.422543, 2.183328, 1.498341], [3.577084, 1.924737, -0.090107], [4.447099, 0.499348, -0.808562], [4.166036, 3.318216, -1.118110], [3.503324, 3.171956, -2.487583], [1.703418, 2.850558, -2.260884], [0.990567, 4.519571, -2.472929], [1.259042, 2.068960, -3.836427], [5.499517, 2.265338, 1.346247], [4.221851, 1.345439, 2.167087], [4.056738, 3.096732, 1.968575], [5.485257, 0.760944, -1.019054], [3.943235, 0.172331, -1.717006], [4.421254, -0.331786, -0.104762], [5.255401, 3.320917, -1.187422], [3.860811, 4.247191, -0.628363], [3.922412, 2.314262, -3.019785], [3.653271, 4.048493, -3.120405], [1.184238, 4.865027, -3.488985], [1.441453, 5.222540, -1.773585], [-0.090674, 4.496850, -2.320233], [1.684714, 2.632468, -4.667829], [0.176596, 2.016733, -3.947681], [1.647558, 1.050060, -3.846372], [-3.068603, -2.424404, 6.754795], [-1.264581, -2.518856, 6.195871], [-0.936545, -3.238602, 5.057721], [0.387407, -3.312420, 4.650169], [1.375531, -2.695649, 5.408562], [1.037991, -2.015107, 6.572109], [-0.286583, -1.894924, 6.954233], [2.774196, -2.926094, 5.173615], [3.316734, -2.743790, 4.079050], [2.673760, -2.084191, 2.973812], [2.789524, -2.698698, 1.746393], [2.362772, -2.101664, 0.557097], [1.876952, -0.800109, 0.556040], [1.529851, -0.147446, -0.511733], [1.825669, -0.127859, 1.819570], [1.445124, 1.182874, 1.751471], [1.378430, 1.886277, 2.855225], [1.723331, 1.348833, 4.109154], [2.143627, 0.053832, 4.196187], [2.192023, -0.752368, 3.031235], [-1.710093, -3.752143, 4.502856], [0.654590, -3.884079, 3.771173], [1.826235, -1.597397, 7.186299], [-0.554411, -1.356731, 7.852828], [3.247879, -3.680873, 1.718346], [2.468828, -2.617127, -0.389126], [1.060040, 2.917663, 2.769010], [1.670142, 1.978879, 4.986049], [2.452557, -0.350352, 5.150036], [-0.583645, 5.765736, 2.511100], [-0.321010, 5.660527, 0.759886], [-1.669192, 6.300321, -0.162965], [-0.051146, 4.202093, 0.455660], [-1.087995, 3.452237, 0.260747], [1.100220, 3.785245, 0.419102], [0.567755, 6.235664, 0.527427], [-0.946045, -2.729084, -4.445373], [-0.174572, -1.426103, -4.300356], [-0.179670, -0.673690, -5.618911], [1.239145, -1.693414, -3.796825], [-0.835181, -0.550969, -3.347875], [-1.457464, -0.691250, -1.867043], [-0.793047, 1.401904, -1.313807], [-3.055562, -0.559685, -1.755165], [-4.144664, 0.034190, -2.508135], [-3.813611, 1.468751, -2.889425], [-5.341980, -0.015139, -1.574473], [-4.381787, -0.809103, -3.750156], [-0.927848, -1.930363, -1.004321], [-1.419162, -3.241413, -0.574073], [-1.424071, -3.252101, 0.941773], [-0.422753, -4.263686, -1.093725], [-2.823707, -3.508252, -1.093343], [-0.509762, -3.324355, -5.247955], [-1.991266, -2.540978, -4.690226], [-0.895245, -3.315767, -3.529981], [0.301668, -1.277246, -6.389699], [0.356662, 0.272194, -5.539980], [-1.204237, -0.468515, -5.933039], [1.680572, -2.530716, -4.340176], [1.218518, -1.935999, -2.733401], [1.886494, -0.826194, -3.937240], [-3.646852, 2.080108, -2.002004], [-4.646315, 1.896614, -3.449606], [-2.922954, 1.508491, -3.520907], [-5.141377, 0.562018, -0.670986], [-5.556028, -1.045325, -1.287527], [-6.223325, 0.398556, -2.066004], [-3.535582, -0.727372, -4.434025], [-5.274856, -0.464052, -4.272739], [-4.523465, -1.856548, -3.479402], [-0.424538, -3.028594, 1.322533], [-1.720758, -4.239464, 1.301536], [-2.131462, -2.518908, 1.324466], [0.563828, -4.064931, -0.676845], [-0.350867, -4.247380, -2.181209], [-0.732516, -5.264728, -0.789084], [-3.523381, -2.765300, -0.713556], [-3.143522, -4.492373, -0.747844], [-2.868008, -3.506354, -2.182435], [-0.763147, 2.006613, 0.323305], [-1.466343, 1.442866, 1.497327], [-1.372847, 0.083782, 1.779872], [-1.916255, -0.421926, 2.947860], [-2.580043, 0.406547, 3.841283], [-2.705204, 1.753879, 3.548240], [-2.149069, 2.271763, 2.387666], [-0.859095, -0.573611, 1.089862], [-1.817652, -1.473785, 3.171647], [-3.004762, -0.001858, 4.747918], [-3.238784, 2.412351, 4.221569], [-2.264412, 3.326445, 2.182735]],
  "forces_ev_per_a": [[-1.0, -0.6, 0.0], [0.0, 0.0, 0.0], [0.3, 0.2, 0.2], [0.0, 0.0, 0.0], [0.0, 0.0, -0.1], [0.0, 0.0, 0.0], [0.1, 0.0, -0.2], [0.0, 0.0, 0.0], [0.0, -0.1, 0.1], [0.0, 0.0, 0.0], [0.0, 0.0, 0.0], [0.0, 0.0, 0.0], [0.0, 0.0, 0.0], [0.0, 0.0, 0.0], [0.0, 0.0, 0.0], [0.0, 0.0, 0.0], [0.0, 0.0, 0.0], [0.0, 0.0, 0.0], [0.0, 0.0, 0.0], [0.0, 0.0, 0.0], [0.0, 0.0, 0.0], [0.0, 0.0, 0.0], [0.0, 0.0, 0.0], [0.0, 0.0, 0.0], [0.0, 0.2, 0.0], [0.0, 0.0, 0.0], [0.0, 0.0, 0.0], [0.0, 0.0, 0.0], [0.0, 0.0, 0.0], [0.0, 0.0, 0.1], [0.0, 0.0, 0.0], [0.0, 0.0, 0.0], [-0.1, -0.1, -0.1], [0.0, 0.1, 0.1], [0.0, -0.1, -0.1], [0.0, 0.0, 0.0], [0.0, 0.0, 0.0], [0.0, 0.0, 0.0], [0.1, 0.1, -0.1], [0.0, 0.0, 0.0], [0.1, -0.1, 0.0], [0.0, 0.0, 0.0], [0.0, 0.0, 0.0], [0.0, 0.0, 0.0], [0.0, 0.0, 0.1], [0.0, 0.0, 0.0], [0.0, 0.0, 0.0], [0.0, 0.0, 0.0], [0.0, 0.0, 0.0], [0.0, 0.0, 0.0], [0.0, 0.0, 0.0], [0.0, 0.0, 0.0], [0.0, 0.0, 0.0], [0.0, 0.0, -0.1], [0.0, 0.0, 0.0], [0.0, 0.0, 0.0], [0.0, 0.0, 0.0], [0.0, 0.0, -0.1], [0.0, 0.0, 0.0], [0.2, 0.2, 0.1], [0.0, 0.0, 0.0], [0.0, 0.0, 0.1], [0.1, 0.0, 0.1], [0.0, 0.0, -0.1], [0.1, -0.1, 0.0], [-0.1, 0.1, -0.1], [-0.1, 0.1, 0.1], [0.2, 0.1, -0.1], [0.1, 0.0, 0.0], [0.0, 0.0, 0.0], [0.0, 0.0, 0.0], [0.0, 0.0, 0.0], [0.0, 0.0, 0.0], [0.0, 0.0, 0.1], [0.0, 0.0, -0.1], [0.1, 0.0, 0.1], [0.0, -0.1, 0.0], [0.0, 0.0, 0.0], [0.0, 0.0, 0.0], [0.0, 0.0, 0.0], [-0.1, 0.1, -0.2], [0.0, 0.0, 0.0], [0.0, -0.1, 0.0], [0.0, 0.0, 0.0], [0.0, 0.0, 0.0], [0.0, 0.0, 0.0], [0.0, -0.1, 0.0], [0.0, 0.0, 0.0], [0.0, 0.0, 0.0], [0.0, 0.0, 0.0], [0.0, 0.0, 0.0], [0.0, 0.0, 0.0], [0.0, 0.0, 0.0], [0.0, 0.0, 0.0], [0.0, 0.0, 0.0], [0.0, 0.0, 0.0], [0.0, 0.0, 0.0], [0.0, 0.0, 0.0], [0.0, 0.0, 0.0], [0.0, 0.0, 0.0], [0.0, -0.1, 0.2], [0.0, 0.0, 0.0], [0.0, 0.0, 0.0], [0.0, 0.0, 0.0], [0.0, 0.0, -0.1], [0.2, 0.2, 0.0], [-0.1, 0.0, -0.1], [0.0, 0.0, 0.0], [0.0, -0.1, 0.0], [0.0, 0.1, 0.0], [0.0, 0.0, 0.0], [0.0, 0.1, 0.0], [0.1, 0.0, 0.0], [0.0, 0.0, 0.0], [0.0, 0.0, 0.0], [0.0, 0.0, 0.0], [0.0, -0.1, 0.0]],
  "mulliken_charge": [-0.947, -1.342, 1.174, -1.510, -0.630, -1.293, 1.468, -1.582, -1.232, 0.530, 0.190, 0.330, 0.555, 0.227, 0.369, 0.706, 0.336, 0.452, 0.528, 0.571, 0.316, 0.258, 0.648, 0.388, 0.051, -0.131, 0.085, -0.613, 0.016, -0.033, -0.250, -0.632, -0.503, -0.434, 0.365, -0.578, -0.358, 0.023, -0.337, -0.917, 1.550, -0.659, -1.699, -1.170, 1.176, 0.566, 0.409, 0.514, 0.461, 0.480, 0.614, 0.364, 0.521, 0.737, -0.137, 0.098, -0.128, -0.824, 0.176, -0.275, 0.379, -1.243, 1.752, -1.717, -1.410, 0.883, -1.360, -0.703, 0.361, 1.665, -1.413, -1.708, -1.390, 0.889, 2.245, -1.832, -1.283, -1.686, 0.612, 0.224, -0.112, 0.399, 0.257, 0.338, 0.510, 0.102, 0.390, 0.233, 0.583, 0.170, 0.308, 0.353, 0.413, 0.112, 0.544, 0.266, -0.090, 0.728, 0.333, 0.108, 0.298, 0.476, 0.335, 0.549, 0.203, 1.426, 0.831, 0.844, -0.577, -0.758, -1.153, -0.503, -0.951, 0.468, 0.325, 0.445, 0.497],
  "molar_mass_da": 1028.79,
  "orbital_gap_ev": 7.13,
  "charge": 1,
  "homo_ev": -9.493,
  "energy_ev": -224949.202,
  "relative_energy_kcal_mol": 0.0
}

{
  "formula": "H5O3",
  "method": "ωB97M-V/def2-TZVPD",
  "symbols": ["O", "H", "O", "H", "H", "O", "H", "H"],
  "positions_angstrom": [[0.161154, 1.945610, -0.793240], [0.210224, 0.833703, -0.700020], [0.175099, -1.801359, 1.531717], [-0.457672, -1.171259, 1.901043], [0.106598, -1.220401, 0.675919], [-0.089192, -0.486686, -0.777298], [0.950837, 2.336688, -1.190180], [-1.057045, -0.436299, -0.647939]],
  "forces_ev_per_a": [[0.3, 0.3, 0.2], [-0.2, 0.5, -0.7], [-0.8, 1.5, -0.6], [-0.1, -0.5, 1.2], [1.1, -1.2, -0.8], [-0.7, -0.2, 0.8], [-0.2, -0.5, 0.2], [0.6, 0.0, -0.4]],
  "mulliken_charge": [-0.823, 0.468, -0.733, 0.253, 0.415, -1.037, 0.226, 0.230],
  "molar_mass_da": 53.04,
  "orbital_gap_ev": 9.30,
  "charge": -1,
  "homo_ev": -4.266,
  "energy_ev": -6224.216,
  "relative_energy_kcal_mol": 9.6
}

{
  "formula": "C22H29N3O4S",
  "method": "ωB97M-V/def2-TZVPD",
  "symbols": ["C", "C", "N", "C", "C", "S", "O", "O", "C", "C", "C", "C", "C", "O", "N", "C", "C", "O", "N", "C", "C", "C", "C", "C", "C", "C", "C", "C", "C", "C", "H", "H", "H", "H", "H", "H", "H", "H", "H", "H", "H", "H", "H", "H", "H", "H", "H", "H", "H", "H", "H", "H", "H", "H", "H", "H", "H", "H", "H"],
  "positions_angstrom": [[1.979555, 7.218705, 3.345767], [1.820758, 5.713573, 3.157417], [3.094471, 5.032672, 3.117871], [4.029075, 5.317702, 2.054833], [3.481522, 5.106209, 0.643261], [3.168762, 3.522868, 3.792680], [4.551211, 3.173762, 3.933302], [2.325864, 3.521351, 4.950537], [2.442476, 2.415373, 2.574464], [3.273652, 1.678147, 1.752095], [2.724911, 0.866123, 0.775026], [1.341410, 0.805873, 0.621063], [0.691186, -0.005859, -0.447903], [-0.356679, 0.340526, -0.973588], [1.340508, -1.133766, -0.802194], [0.875617, -1.989291, -1.873051], [-0.240580, -2.957985, -1.432221], [-0.081609, -4.160959, -1.427948], [-1.363398, -2.322642, -1.074935], [-2.578639, -2.993595, -0.673107], [-3.728539, -2.647896, -1.618840], [-3.528038, -3.248459, -3.017225], [-3.780284, -4.730591, -3.017580], [-2.739097, -5.639123, -2.877492], [-2.994228, -6.999698, -2.851016], [-4.290900, -7.469229, -2.965925], [-5.335089, -6.570526, -3.105281], [-5.079432, -5.211735, -3.129321], [0.518483, 1.562245, 1.452795], [1.068288, 2.361562, 2.438462], [1.004661, 7.666389, 3.519273], [2.419325, 7.681280, 2.465905], [2.615667, 7.418272, 4.203281], [1.299540, 5.293732, 4.018696], [1.231356, 5.508171, 2.252250], [4.877725, 4.656886, 2.236106], [4.374830, 6.350397, 2.162949], [4.283632, 5.245530, -0.076636], [2.695394, 5.822982, 0.418781], [3.080442, 4.102060, 0.526309], [4.340050, 1.750256, 1.896835], [3.376256, 0.309943, 0.117031], [2.098258, -1.472443, -0.232297], [0.484931, -1.348566, -2.669586], [1.714149, -2.576230, -2.248912], [-1.383780, -1.308878, -1.135272], [-2.834927, -2.689444, 0.348036], [-2.381589, -4.067483, -0.684276], [-4.660984, -3.022838, -1.193864], [-3.802549, -1.560309, -1.696043], [-2.509541, -3.042672, -3.351665], [-4.219546, -2.763997, -3.710043], [-1.722930, -5.286027, -2.781112], [-2.174607, -7.694366, -2.740205], [-4.488658, -8.531134, -2.948418], [-6.350252, -6.929464, -3.197101], [-5.897565, -4.513214, -3.241135], [-0.550077, 1.511446, 1.308996], [0.449554, 2.934381, 3.110170]],
  "forces_ev_per_a": [[0.0, -0.3, -0.1], [-0.5, 0.2, 0.2], [0.1, -0.9, 0.7], [0.4, 0.0, -0.5], [0.0, 0.1, 0.3], [0.0, 0.2, 0.0], [0.0, -0.1, -0.3], [-0.2, 0.0, -0.2], [0.4, 0.3, 0.4], [0.2, 0.0, 0.1], [-0.2, 0.0, 0.0], [0.1, 0.3, 0.2], [0.2, -0.1, 0.0], [-0.1, 0.2, 0.0], [0.2, -0.2, 0.0], [-0.2, -0.2, -0.2], [0.4, 0.5, -0.2], [0.1, -0.5, 0.0], [-0.4, 0.3, 0.1], [-0.3, -0.1, 0.1], [0.2, -0.1, 0.0], [-0.2, 0.0, 0.2], [0.1, 0.1, -0.1], [0.0, 0.0, 0.0], [0.0, -0.1, 0.0], [0.0, -0.1, 0.0], [-0.1, 0.0, 0.0], [0.0, 0.0, 0.0], [0.1, -0.1, -0.1], [-0.1, 0.0, 0.0], [-0.1, 0.1, 0.0], [0.0, 0.1, -0.1], [0.1, 0.1, 0.1], [-0.2, 0.2, -0.2], [0.0, 0.0, 0.1], [0.1, 0.3, -0.1], [0.0, -0.1, 0.1], [0.0, 0.0, -0.1], [-0.1, 0.1, -0.1], [0.0, 0.0, -0.1], [0.1, 0.0, 0.0], [0.1, 0.0, -0.1], [-0.1, 0.1, 0.0], [0.1, -0.1, 0.0], [-0.1, 0.0, 0.0], [0.2, -0.1, 0.0], [0.0, -0.1, -0.1], [0.0, 0.1, 0.1], [-0.1, 0.1, 0.0], [-0.1, 0.0, 0.0], [0.0, 0.1, -0.1], [0.1, 0.0, 0.0], [0.1, 0.1, 0.0], [0.1, -0.1, 0.0], [0.0, -0.1, 0.0], [-0.1, 0.0, 0.0], [-0.1, 0.1, 0.0], [-0.1, 0.0, 0.0], [-0.2, 0.0, 0.1]],
  "mulliken_charge": [-1.472, -0.248, 0.152, -0.727, -0.810, 1.246, -0.718, -0.718, 0.054, -0.635, -0.452, 0.428, 0.505, -0.755, -0.110, -1.093, 0.830, -0.670, 0.029, -0.898, -0.673, -1.066, 0.577, -0.136, -0.748, -0.384, -0.571, -0.378, -0.785, -0.525, 0.429, 0.317, 0.342, 0.389, 0.324, 0.382, 0.384, 0.401, 0.290, 0.109, 0.511, 0.440, 0.298, 0.297, 0.390, 0.290, 0.310, 0.448, 0.407, 0.441, 0.373, 0.415, 0.279, 0.404, 0.374, 0.366, 0.384, 0.469, 0.486],
  "molar_mass_da": 431.56,
  "smiles": "CCN(CC)S(=O)(=O)c1ccc(C(=O)NCC(=O)NCCCc2ccccc2)cc1",
  "orbital_gap_ev": 8.78,
  "homo_ev": -8.914,
  "energy_ev": -46781.367,
  "relative_energy_kcal_mol": 13.7
}